--- a ---
Molecular formula: H33O16
Method: DFT, the ωB97M-V functional and the def2-TZVPD basis

Values from the calculation:
* total charge: +1
* HOMO energy: -13.26 eV
* spin multiplicity: 1
* Kohn-Sham gap: 0.3976 Eh

Structure (XYZ):
```
49
H33O16, DFT the ωB97M-V functional and the def2-TZVPD basis
H 0.77 1.67 0.78
H -3.45 -0.47 -2.32
H 5.29 2.58 -1.71
H 2.22 -0.26 3.33
O -2.65 -0.12 -1.91
H -2.39 -2.51 0.11
O 3.57 -3.08 1.32
H -0.50 2.86 3.47
H 0.07 0.81 1.98
O 1.56 -1.83 -3.41
O -2.44 2.77 -0.42
H -0.15 0.24 -1.74
H 1.23 -3.44 4.00
H 4.25 -2.38 1.33
H 0.20 0.30 0.44
H -1.21 -0.56 -0.95
H 2.39 2.62 -0.50
O 1.45 2.54 -0.25
H 0.18 2.12 4.69
H -2.67 0.33 2.31
O -0.57 2.11 4.08
O 1.34 -0.58 3.16
H 4.19 2.86 -2.58
H -3.70 -4.40 -0.86
H 2.32 -2.97 4.87
H 1.08 2.75 -1.13
H -2.41 3.34 0.36
O -2.11 -2.15 1.00
O -1.85 0.80 2.49
H 0.87 -1.35 3.53
H -0.49 3.50 -3.66
H -2.91 -0.46 -1.02
O -0.39 -0.03 -0.84
H -0.96 0.88 -4.23
H -1.53 0.58 3.36
H 0.17 2.44 -4.34
H -2.22 3.36 -1.16
H -4.44 -4.31 0.49
H -1.31 -2.63 1.19
O 0.24 2.91 -3.48
H 1.76 -1.70 -4.36
H 4.07 -3.74 0.82
O 1.41 -2.73 4.62
H -1.75 -0.35 -4.19
O -1.61 0.40 -4.81
O -4.37 -3.88 -0.36
O 4.31 2.57 -1.67
O 0.75 0.74 1.26
H 2.43 -2.11 -3.10
```

Here are the natural (NBO) charges for atoms 1 to 6, given in e: 0.5311 0.4876 0.4839 0.4971 -0.9441 0.4764


--- b ---
Molecular formula: H33O16
Method: DFT, the ωB97M-V functional and the def2-TZVPD basis

Values from the calculation:
* total charge: +1
* HOMO energy: -12.38 eV
* spin multiplicity: 1
* Kohn-Sham gap: 0.3637 Eh

Structure (XYZ):
```
49
H33O16, DFT the ωB97M-V functional and the def2-TZVPD basis
H 1.09 -4.58 -0.97
H -2.24 -3.36 3.73
O 1.82 2.37 -3.21
H -1.18 2.48 -2.10
H -1.59 -2.42 4.85
O 3.55 -1.96 -1.59
O 3.89 -1.37 1.03
H -5.46 2.79 0.22
H -0.04 -1.79 -2.27
O -4.73 2.40 -0.25
H 2.10 2.70 -4.07
H -2.35 -0.29 1.81
H 2.13 3.83 2.20
H 4.82 -1.33 1.25
H -1.27 -3.24 -0.40
H 0.42 0.70 1.62
H -0.64 -4.23 0.81
O -0.84 -3.39 0.44
O -1.59 -0.88 1.95
H 3.51 -1.54 -0.68
H 1.14 -3.15 -0.46
H 1.30 1.15 -0.20
O -1.81 4.42 0.59
H -3.96 -3.47 -1.21
H 0.39 2.47 -1.01
H -4.78 1.43 -0.28
H -2.39 3.69 0.91
H -1.33 3.30 -0.78
O -1.75 -2.51 3.89
H 3.83 1.77 0.07
O -0.02 0.68 0.77
H -2.00 5.12 1.21
H 3.07 -2.78 -1.44
H 0.56 3.73 2.17
O 3.36 1.11 0.57
H 1.79 2.63 -0.15
O -0.55 -0.92 -2.34
H -2.05 -1.72 2.10
O 1.37 3.47 1.73
O -0.73 3.12 -1.55
H -3.00 -4.45 -1.87
H 3.22 -1.85 1.51
O 1.37 1.93 -0.84
O 1.16 -3.65 -1.27
H 3.86 0.29 0.65
O -3.09 -3.89 -1.11
H -0.59 -0.82 -3.32
H 0.99 1.95 -3.44
H -0.77 0.07 0.74
```

Here are the natural (NBO) charges for atoms 1 to 6, given in e: 0.4764 0.4797 -0.9241 0.4970 0.4909 -0.9701


Here is how they stack up, most stable first: a, b.


--- a ---
Molecular formula: C9H11I2N2
Method: DFT, the ωB97M-V functional and the def2-TZVPD basis

Values from the calculation:
* total charge: +1
* HOMO energy (alpha / beta): -11.04 / -11.04 eV
* spin multiplicity: 1
* Kohn-Sham gap (alpha / beta): 0.1399 / 0.1400 Eh

Structure (XYZ):
```
24
C9H11I2N2, DFT the ωB97M-V functional and the def2-TZVPD basis
H -0.01 0.27 -0.65
H -2.42 2.01 -1.96
H 3.55 1.70 2.55
C -2.66 1.11 -2.50
C 2.46 -0.64 -0.08
H 1.98 -0.92 -0.94
C 0.06 -0.28 0.27
H 4.50 -1.17 -0.32
H 0.35 -2.40 -0.18
I -5.28 -1.18 0.21
C 1.84 0.71 1.79
I -3.21 1.74 0.90
N 4.08 0.23 1.29
H -0.68 0.18 0.90
H 1.11 1.39 2.36
C 3.24 0.83 2.03
H -2.57 0.85 -3.58
H -0.68 -2.02 1.06
C -3.39 0.26 -1.69
C 3.79 -0.49 0.21
H -3.57 -0.74 -2.25
C 1.48 -0.04 0.74
N -0.19 -1.66 0.23
C -3.79 0.26 -0.38
```

Here are the natural (NBO) charges for atoms 1 to 6, given in e: 0.1727 0.2160 0.1917 -0.0439 -0.2580 0.1952


--- b ---
Molecular formula: C9H11I2N2
Method: DFT, the ωB97M-V functional and the def2-TZVPD basis

Values from the calculation:
* total charge: +1
* HOMO energy (alpha / beta): -12.20 / -12.20 eV
* spin multiplicity: 1
* Kohn-Sham gap (alpha / beta): 0.2522 / 0.2522 Eh

Structure (XYZ):
```
24
C9H11I2N2, DFT the ωB97M-V functional and the def2-TZVPD basis
H 1.03 1.58 0.96
C -0.28 0.59 -0.33
N 0.76 -2.77 0.58
N 3.01 -0.81 0.41
H -1.79 -2.60 -0.24
C -1.70 -1.54 -0.61
C 1.14 0.91 0.05
C -2.55 -0.67 -1.24
C 1.74 -0.45 0.50
H 3.32 -1.57 1.01
C -0.52 -0.81 -0.15
H -0.11 -3.37 0.44
H -1.09 2.38 -1.30
H -3.02 1.42 -1.78
H 1.81 1.48 -0.70
I -0.28 4.62 0.55
H -0.65 5.73 1.60
C -1.17 1.35 -0.98
H -3.60 -1.06 -1.72
I 0.40 -0.20 2.84
H 1.50 -3.41 0.77
C 0.70 -1.43 0.51
C -2.27 0.68 -1.44
H 3.61 -0.06 0.28
```

Here are the natural (NBO) charges for atoms 1 to 6, given in e: 0.2992 0.0165 -0.7402 -0.7005 0.2278 -0.1746


Here is how they stack up, most stable first: b, a.


--- a ---
Molecular formula: C2H7PS2
Method: DFT, the ωB97M-V functional and the def2-TZVPD basis

Values from the calculation:
* HOMO energy: -8.07 eV
* spin multiplicity: 1
* Kohn-Sham gap: 0.2130 Eh

Structure (XYZ):
```
12
C2H7PS2, DFT the ωB97M-V functional and the def2-TZVPD basis
C -0.50 0.42 2.45
H -0.41 -1.60 -2.80
S 0.50 1.56 1.48
C -0.74 -0.51 -2.66
P 1.03 0.18 -0.21
H -1.77 -0.34 -2.58
H -0.29 0.13 -3.33
H 2.08 0.95 -0.86
S 1.93 -1.37 0.56
H -1.34 -0.01 2.01
H -0.77 0.93 3.41
H 0.27 -0.34 2.52
```

Here are the natural (NBO) charges for atoms 1 to 6, given in e: -0.7513 0.2004 -0.0296 -0.4816 0.5163 0.1762


--- b ---
Molecular formula: C2H7PS2
Method: DFT, the ωB97M-V functional and the def2-TZVPD basis

Values from the calculation:
* HOMO energy: -8.42 eV
* SMILES: CP(C)(=S)S
* spin multiplicity: 1
* Kohn-Sham gap: 0.3303 Eh

Structure (XYZ):
```
12
C2H7PS2, DFT the ωB97M-V functional and the def2-TZVPD basis
H 1.62 0.47 -0.54
C 0.34 -0.76 1.31
H 0.63 0.96 -2.04
P -0.54 0.28 -0.02
H -1.94 -1.75 -0.73
H 0.94 2.08 -0.77
H -0.50 -1.53 1.44
S -1.10 -1.12 -1.43
H 1.34 -1.00 0.92
C 0.80 1.01 -0.97
H 0.51 -0.17 2.15
S -2.08 1.50 0.68
```

Here are the natural (NBO) charges for atoms 1 to 6, given in e: 0.2372 -0.9159 0.2610 1.1201 0.1385 0.2696


Here is how they stack up, most stable first: b, a.